a.
Entry from the Open Molecules 2025 dataset: 2 unconnected molecules or ions with the total composition C7H7NO3 (ωB97M-V/def2-TZVPD).

The geometry in ORCA input format:
```
! wB97M-V def2-TZVPD RIJCOSX def2/J DEFGRID3
* xyz 0 1
C -1.22 1.39 -0.33
C 0.04 0.58 -0.23
C 1.32 1.08 0.10
C 2.26 0.12 0.03
C 2.12 -1.30 -0.04
C 0.82 -1.64 0.03
C -0.19 -0.76 -0.40
H -2.69 2.57 1.16
H -1.59 1.23 -1.52
H -0.89 2.49 -0.16
H 1.65 2.10 0.25
H 3.46 0.11 0.27
H 2.95 -1.98 0.40
H 0.34 -2.63 -0.02
N -1.72 -1.34 -0.06
O -2.41 1.18 0.47
O -2.35 -1.41 -1.13
O -1.92 -1.79 1.18
*
```

Properties
Kohn-Sham gap (eV): 8.5381
HOMO energy (eV): -9.9
Molar mass (g/mol): 153.1
Lowest unoccupied orbital energy (eV): -1.3


b.
Entry from the Open Molecules 2025 dataset: C7H7NO3 in the gas phase (ωB97M-V/def2-TZVPD).

The geometry in ORCA input format:
```
! wB97M-V def2-TZVPD RIJCOSX def2/J DEFGRID3
* xyz 0 1
C -1.20 -0.88 0.93
C 0.14 -1.35 0.38
C -1.64 0.40 0.89
C -0.74 1.42 0.29
C 0.70 -0.35 -0.70
C 0.37 1.05 -0.39
C 1.25 2.23 -0.89
N -0.08 -2.77 -0.18
O -1.17 -2.98 -0.72
O 1.48 -0.74 -1.56
O 0.75 -3.57 0.08
H -1.72 -1.69 1.56
H 0.88 -1.34 1.29
H -2.57 0.69 1.35
H -1.07 2.43 0.28
H 0.69 3.12 -0.76
H 1.93 2.01 -1.77
H 2.01 2.30 -0.10
*
```

Properties
Kohn-Sham gap (eV): 8.4826
HOMO energy (eV): -9.3
SMILES: CC1=CC=C[C@@H]([N+](=O)[O-])C1=O
Molar mass (g/mol): 153.1
Lowest unoccupied orbital energy (eV): -0.8


c.
Entry from the Open Molecules 2025 dataset: C7H7NO3 in the gas phase (ωB97M-V/def2-TZVPD).

The geometry in ORCA input format:
```
! wB97M-V def2-TZVPD RIJCOSX def2/J DEFGRID3
* xyz 0 1
C 1.27 -0.39 -0.05
C 1.62 0.94 -0.23
C 0.57 1.92 -0.19
C -0.85 1.42 -0.25
C -1.06 0.08 -0.26
C -2.53 -0.33 -0.19
C -0.06 -0.85 -0.07
H 3.21 -1.51 -0.53
H 2.78 -1.66 1.08
H 2.56 1.32 -0.14
H 0.65 2.89 -0.28
H -1.71 2.37 -0.41
H -2.77 0.82 1.56
H 0.70 -2.45 -0.06
N 2.27 -1.37 0.12
O -3.32 0.11 0.80
O -2.98 -1.20 -0.95
O -0.34 -2.11 0.05
*
```

Properties
Kohn-Sham gap (eV): 8.8860
HOMO energy (eV): -8.5
SMILES: Nc1cccc(C(=O)O)c1O
Molar mass (g/mol): 153.1
Lowest unoccupied orbital energy (eV): 0.3


Most stable: c. Least stable: a.


a.
Entry from the Open Molecules 2025 dataset: C11H12N2O2 in the gas phase (ωB97M-V/def2-TZVPD).

The geometry in ORCA input format:
```
! wB97M-V def2-TZVPD RIJCOSX def2/J DEFGRID3
* xyz 0 1
C 2.54 0.35 0.23
C 3.72 -0.54 0.19
C 1.24 -0.35 -0.36
C -0.02 0.37 -0.09
C -0.27 1.71 0.12
C -1.37 -0.23 -0.14
C -2.32 0.73 0.20
C -1.79 -1.53 -0.34
C -3.70 0.44 0.35
C -3.14 -1.85 -0.29
C -4.10 -0.87 0.10
H 2.99 1.63 -1.35
H 3.49 2.05 0.20
H 2.32 0.44 1.33
H 1.19 -1.34 0.06
H 1.41 -0.52 -1.43
H 0.39 2.57 0.12
H -2.13 2.79 0.28
H -1.06 -2.31 -0.57
H -4.41 1.23 0.59
H -3.45 -2.88 -0.50
H -5.11 -1.13 0.25
H 4.24 -2.30 0.63
N 2.72 1.67 -0.37
N -1.64 1.92 0.28
O 4.76 -0.35 -0.39
O 3.51 -1.71 0.90
*
```

Properties
Kohn-Sham gap (eV): 8.5810
HOMO energy (eV): -7.9
SMILES: N[C@@H](Cc1c[nH]c2ccccc12)C(=O)O
Molar mass (g/mol): 204.2
Lowest unoccupied orbital energy (eV): 0.7


b.
Entry from the Open Molecules 2025 dataset: C11H12N2O2 in the gas phase (ωB97M-V/def2-TZVPD).

The geometry in ORCA input format:
```
! wB97M-V def2-TZVPD RIJCOSX def2/J DEFGRID3
* xyz 0 1
C 2.03 -0.35 0.12
C 3.56 -0.25 0.11
C 1.35 0.41 -1.00
C 0.07 1.00 -0.47
C -0.47 2.20 -0.11
C -1.01 0.05 -0.49
C -2.15 0.73 0.10
C -1.13 -1.44 -0.65
C -3.45 0.20 0.47
C -2.32 -1.99 -0.17
C -3.53 -1.14 0.18
H 2.25 0.39 1.95
H 1.83 -1.02 1.92
H 1.93 -1.37 -0.11
H 1.24 -0.22 -1.95
H 1.88 1.30 -1.38
H 0.03 3.12 0.19
H -2.22 2.73 0.86
H -0.31 -2.10 -0.81
H -4.52 0.66 0.78
H -2.52 -3.03 -0.26
H -4.52 -1.63 0.12
H 3.67 0.46 -1.52
N 1.58 -0.12 1.44
N -1.68 1.95 0.45
O 4.14 -0.74 1.07
O 4.27 0.20 -0.83
*
```

Properties
Kohn-Sham gap (eV): 8.5513
HOMO energy (eV): -8.1
SMILES: N[C@@H](Cc1c[nH]c2ccccc12)C(=O)O
Molar mass (g/mol): 204.2
Lowest unoccupied orbital energy (eV): 0.5


Most stable: a. Least stable: b.


a.
Entry from the Open Molecules 2025 dataset: C3H5NOS in the gas phase (ωB97M-V/def2-TZVPD).

The geometry in ORCA input format:
```
! wB97M-V def2-TZVPD RIJCOSX def2/J DEFGRID3
* xyz 0 1
C 1.15 -0.24 0.00
C 0.12 0.90 -0.13
C -1.22 0.28 0.18
H 0.15 1.19 -1.15
H 0.38 1.78 0.47
H -2.06 0.65 -0.33
H -1.46 0.34 1.23
H 0.72 -2.23 -0.28
N 0.39 -1.36 0.15
O -0.95 -1.11 -0.16
S 2.79 -0.21 0.03
*
```

Properties
Kohn-Sham gap (eV): 9.1445
HOMO energy (eV): -8.6
SMILES: S=C1CCON1
Molar mass (g/mol): 103.1
Lowest unoccupied orbital energy (eV): 0.6


b.
Entry from the Open Molecules 2025 dataset: C3H5NOS in the gas phase (ωB97M-V/def2-TZVPD).

The geometry in ORCA input format:
```
! wB97M-V def2-TZVPD RIJCOSX def2/J DEFGRID3
* xyz 0 1
C 1.51 -0.60 1.09
C 0.24 0.14 0.48
C -1.59 0.49 -1.69
N 1.89 -0.12 2.15
O -0.42 1.01 0.99
S -0.12 -0.43 -1.14
H 1.88 -1.48 0.66
H -1.52 0.79 -2.73
H -1.90 1.19 -0.86
H -2.46 -0.30 -1.61
H 2.49 -0.68 2.65
*
```

Properties
Kohn-Sham gap (eV): 9.7069
HOMO energy (eV): -9.5
SMILES: [H]/N=C/C(=O)SC
Molar mass (g/mol): 103.1
Lowest unoccupied orbital energy (eV): 0.2


c.
Entry from the Open Molecules 2025 dataset: 4 unconnected molecules or ions with the total composition C3H5NOS (ωB97M-V/def2-TZVPD).

The geometry in ORCA input format:
```
! wB97M-V def2-TZVPD RIJCOSX def2/J DEFGRID3
* xyz 0 1
C -2.64 0.08 -0.03
C -1.17 0.17 -0.22
C 1.50 0.71 -0.14
H -2.49 -0.25 1.37
H -2.85 -1.18 -1.01
H -3.25 1.33 -0.50
H -0.78 0.94 -0.83
H 2.55 0.95 -0.80
N -0.46 -0.66 0.40
O 0.78 1.63 0.26
S 1.11 -1.00 -0.05
*
```

Properties
Kohn-Sham gap (eV): 9.0546
HOMO energy (eV): -9.1
Molar mass (g/mol): 103.1
Lowest unoccupied orbital energy (eV): 0.0


Most stable: b. Least stable: c.